(1)
This record from the OMol25 dataset describes 7 unconnected molecules or ions with the total composition C5H25NO7S in a non-equilibrium geometry. The level of theory is ωB97M-V with the def2-TZVPD basis set.

```
39
Properties=species:S:1:pos:R:3:forces:R:3
C 1.10154 -1.06325 2.79782 1.18 0.13 0.03
C 0.30409 -1.99460 1.86037 -0.08 1.23 0.25
O -0.92250 -1.38995 1.52482 -1.76 0.35 -0.23
C 2.12606 -0.16298 2.08990 -1.72 -0.01 -2.01
N 1.54187 0.45117 0.83334 1.09 -0.64 -0.68
C 2.66692 1.28794 0.23548 -1.96 -2.31 1.12
C 2.26024 1.89738 -1.07797 2.52 1.42 -1.13
S 0.81584 2.95541 -1.36685 0.08 -0.55 0.47
H 1.65066 -1.59158 3.61473 -0.56 0.22 -0.54
H 0.47151 -0.29926 3.24749 -0.75 -0.60 0.36
H 0.79996 -2.19528 0.90792 0.48 -0.32 0.46
H 0.00418 -2.91772 2.34829 0.33 -0.18 0.07
H -0.95603 -0.42608 1.34451 0.86 -0.80 0.04
H 2.13390 0.78741 2.60965 1.60 -0.37 1.09
H 3.01536 -0.73456 1.76402 0.22 0.68 0.87
H 1.41541 -0.32119 0.16450 -0.32 0.33 0.20
H 2.95999 1.87865 1.09982 0.16 0.98 -0.61
H 3.50219 0.58727 0.04315 0.03 0.46 -0.13
H 2.30942 1.18640 -1.91001 -0.34 -0.30 0.47
H 3.17386 2.51969 -1.33075 -1.08 -0.15 0.07
H 0.00366 1.90624 -1.58052 -0.06 0.25 -0.08
H -3.45147 2.06196 -0.80548 -0.36 -0.19 0.01
H -2.99126 1.53668 -2.20621 -0.32 -0.25 0.03
O -2.76005 2.09810 -1.46591 0.76 0.50 -0.15
H 1.55554 -2.03917 -1.71826 0.34 0.10 0.13
H 0.31127 -2.75629 -1.65886 -0.46 -0.30 0.21
O 1.12021 -2.68178 -1.14587 0.20 0.19 -0.50
H -3.54998 -1.10351 -2.30763 0.03 -0.04 0.09
H -2.99884 -0.37772 -1.02521 -0.09 -0.89 -0.85
O -2.73105 -0.86216 -1.86497 0.16 0.61 0.27
H -2.93232 0.24738 0.81877 -0.33 -0.06 0.18
H -3.81010 -1.02865 0.76525 0.10 -0.15 0.18
O -3.76726 -0.12027 0.45715 0.22 0.43 0.10
H -1.28447 1.39151 -0.14841 0.19 0.35 0.10
H -0.64271 1.51844 1.29021 0.58 0.14 -0.37
O -1.43423 1.28969 0.79939 -0.79 -0.29 0.45
H -0.12481 -0.12384 -3.64740 0.17 -0.19 0.12
H -0.88383 -0.71121 -2.47577 -0.28 -0.17 0.14
O -0.00278 -0.70030 -2.88053 -0.01 0.42 -0.25
```
Forces are in eV/Å.

- LUMO: 0.0112 Eh
- Max |F|: 3.230 eV Å⁻¹
- HOMO: -9.175 eV
- 2S+1: 1
- Total charge: 0
- Energy: -32247.78514 eV



(2)
This record from the OMol25 dataset describes 8 unconnected molecules or ions with the total composition C5H25NO8 in a non-equilibrium geometry. The level of theory is ωB97M-V with the def2-TZVPD basis set.

```
39
Properties=species:S:1:pos:R:3:forces:R:3
C 0.88226 0.65911 -0.93692 0.23 0.14 -0.28
C 2.25345 1.18894 -0.46088 1.06 2.39 -0.98
C 3.47698 1.13899 -1.57451 -3.45 -0.58 0.07
C 2.01371 2.67848 0.14785 3.55 -1.85 0.33
C 0.97972 -0.84022 -1.23241 -0.74 -2.43 -0.89
N 1.79245 -1.75993 -0.52579 -1.04 5.83 0.59
O 0.31964 -1.32158 -2.19008 1.04 0.78 1.79
H 0.09000 0.95940 -0.14660 1.16 -0.85 -1.23
H 0.55064 1.11430 -1.96395 0.68 -0.64 1.97
H 2.67644 0.68387 0.37385 -0.32 -0.89 0.78
H 2.98948 1.77347 -2.34886 1.18 -0.58 -0.17
H 4.39926 1.52086 -1.22180 0.60 0.95 0.61
H 3.75794 0.10397 -1.91827 -0.92 0.90 0.09
H 1.77918 2.50901 1.20910 -0.37 0.34 -0.41
H 1.28948 3.28734 -0.33582 -0.53 0.38 -0.52
H 3.06489 3.16432 0.14794 -1.82 -0.34 -0.10
H 1.73290 -2.63429 -0.92092 0.35 -2.40 -0.41
H 2.38098 -1.38682 0.24353 -0.66 -1.12 -1.01
H 1.27923 -0.84954 2.91185 1.04 0.64 -0.07
H 2.63302 0.01085 2.77582 0.86 -0.48 0.64
O 1.72618 -0.06425 2.52695 -1.58 -0.58 -0.48
H -4.15823 -0.82743 -0.65736 1.04 -0.46 1.99
H -3.18036 -0.06676 0.11352 0.84 1.88 -0.46
O -3.58915 -0.90340 0.17920 -2.08 -1.74 -1.60
H 0.76177 1.47155 3.29355 -0.05 0.58 -0.09
H -0.63123 1.01527 3.22340 0.07 1.79 0.08
O -0.11955 1.87648 3.24094 -0.29 -1.93 0.15
H -1.26080 -0.11622 1.58780 -0.94 0.45 0.81
H -2.73008 -0.47571 1.76148 0.28 0.24 0.80
O -2.00560 -0.00612 2.23632 0.77 -0.88 -1.50
H -2.42975 -1.13476 -3.59553 0.81 0.83 0.37
H -1.20828 -0.72082 -2.64488 -0.45 0.16 -1.19
O -1.89756 -0.36253 -3.28915 -0.32 -1.15 0.33
H -2.81736 0.53840 -2.20646 0.28 -0.07 -0.27
H -2.66467 1.90384 -1.48267 -0.79 -1.06 0.00
O -3.17033 1.05421 -1.45594 0.58 1.78 0.23
H -0.75517 -2.20139 1.92439 -0.01 1.18 -0.02
H -1.63306 -3.37130 1.61698 0.82 0.08 0.44
O -0.77613 -3.13577 2.03694 -0.86 -1.29 -0.41
```
Forces are in eV/Å.

- LUMO: -0.0022 Eh
- Max |F|: 5.952 eV Å⁻¹
- HOMO: -10.412 eV
- 2S+1: 1
- Total charge: 0
- Energy: -23460.24706 eV



(3)
This record from the OMol25 dataset describes 8 unconnected molecules or ions with the total composition C5H25NO8 in a non-equilibrium geometry. The level of theory is ωB97M-V with the def2-TZVPD basis set.

```
39
Properties=species:S:1:pos:R:3:forces:R:3
C -0.76019 2.06557 -1.28138 1.73 0.66 -1.26
C 0.25811 1.19023 -0.48551 -1.51 2.00 -0.86
C -0.41853 -0.16955 -0.28134 0.23 -0.14 0.43
C 0.57610 -1.25091 0.16384 -1.21 -0.43 -1.15
C 0.12807 -2.66812 -0.11108 -0.12 0.17 0.96
O -0.87896 -3.02249 -0.68453 0.19 0.31 -0.01
N 0.59850 1.94004 0.74234 -0.80 -1.40 0.41
H -1.75631 2.17793 -0.87753 -0.21 -0.17 0.23
H -0.77552 1.75764 -2.33937 -0.53 -0.34 0.32
H -0.28460 3.06044 -1.38861 -0.48 -0.15 0.37
H 1.11850 1.18822 -1.18321 -0.04 -0.65 0.71
H -1.24480 -0.16373 0.44046 0.49 0.56 0.15
H -1.00862 -0.33840 -1.19380 0.88 -0.61 -0.16
H 1.47482 -1.15278 -0.42832 0.71 0.05 0.10
H 0.84386 -1.17309 1.22087 0.10 -0.03 -0.11
H 0.79010 -3.42867 0.34634 0.07 -0.12 -0.28
H -0.29526 2.00900 1.22597 0.18 0.23 0.28
H 0.91961 2.88406 0.57637 0.15 -0.09 -0.39
H 0.94338 0.60478 2.34670 0.17 0.25 0.22
H -0.30870 0.49507 3.13397 0.55 0.01 0.31
O 0.65924 0.45012 3.26292 -0.79 -0.26 -0.37
H 2.39584 1.79526 1.75448 0.45 -0.45 -0.80
H 3.43682 1.12679 0.68912 -0.85 0.38 0.64
O 3.28095 1.82875 1.35618 0.90 0.18 0.11
H -2.47924 -1.90818 -0.87052 -0.48 -0.07 -0.72
H -3.62885 -2.03278 -1.95643 0.32 -0.07 0.29
O -3.25702 -1.46087 -1.27415 0.09 0.13 0.43
H 4.65767 -0.28556 -0.73722 -0.88 -0.01 0.21
H 3.35341 -0.32460 -1.55850 0.19 0.00 0.51
O 3.68187 -0.26173 -0.63290 0.87 -0.04 -0.75
H 2.00679 -1.65337 -3.00900 0.45 -0.11 -0.94
H 3.16041 -1.01090 -4.02673 -0.71 -0.71 0.16
O 2.67691 -0.98338 -3.19168 0.18 0.84 0.74
H -4.17848 -0.39772 0.53954 0.05 -0.30 0.76
H -4.34498 0.74213 -0.23682 -0.35 0.75 -0.01
O -4.40870 0.53010 0.70573 -0.18 -0.50 -1.24
H -2.71293 1.51511 1.16430 0.26 -0.49 0.15
H -2.76792 1.08192 2.57775 0.41 -0.11 -0.20
O -2.13573 1.11118 1.83766 -0.45 0.74 0.79
```
Forces are in eV/Å.

- LUMO: 0.0014 Eh
- Max |F|: 2.647 eV Å⁻¹
- HOMO: -9.140 eV
- 2S+1: 1
- Total charge: 0
- Energy: -23460.30097 eV



(4)
This record from the OMol25 dataset describes 7 unconnected molecules or ions with the total composition C5H26N2O7 in a non-equilibrium geometry. The level of theory is ωB97M-V with the def2-TZVPD basis set.

```
40
Properties=species:S:1:pos:R:3:forces:R:3
N 0.45545 2.52086 0.39656 1.32 0.17 0.11
C -0.43110 1.51909 -0.16301 0.56 -2.01 -1.37
C -1.55017 2.20907 -0.91083 -1.45 0.33 0.42
C -0.88182 0.49813 0.88546 -0.81 -0.57 0.26
N -1.36456 -0.79891 0.34828 -0.24 1.54 -1.34
C -0.57748 -1.30287 -0.76771 0.92 -1.46 -0.66
C -1.22226 -2.64572 -1.19218 -1.64 -0.08 0.14
O -1.93184 -2.66662 -2.44383 0.24 0.79 -0.67
H 1.39934 2.09154 0.50576 -0.88 0.44 0.34
H 0.60015 3.20685 -0.34636 -0.05 0.11 0.37
H 0.18838 0.89402 -0.87859 -0.76 0.74 0.42
H -2.52639 1.68886 -0.99670 0.80 -0.28 0.11
H -1.79892 3.09677 -0.33416 -0.11 0.27 0.26
H -1.33193 2.60300 -1.89327 0.54 -0.19 -0.38
H -1.79712 0.79462 1.42798 1.04 0.60 0.09
H -0.03256 0.25334 1.55594 -0.32 0.72 -0.04
H -1.29291 -1.42417 1.14609 -0.19 -0.19 -0.49
H -0.50264 -0.78198 -1.77321 -0.61 0.39 1.54
H 0.46513 -1.37210 -0.37902 -0.21 -0.53 -0.82
H -0.57972 -3.48273 -1.43068 0.56 -0.15 1.14
H -2.05454 -2.81394 -0.44892 1.32 -0.55 -0.15
H -2.52703 -1.91568 -2.52647 -0.05 0.09 0.23
H 2.37092 -2.75914 -2.63313 -0.16 -0.11 0.03
H 1.17047 -2.58833 -3.59640 0.04 -0.07 0.15
O 2.08227 -2.32002 -3.43806 0.06 0.29 -0.09
H 3.60902 1.36398 0.08267 -0.07 -0.23 0.14
H 4.04359 1.09867 1.54372 -0.01 -0.01 -0.01
O 3.32384 1.44027 1.00777 0.00 0.17 -0.06
H 2.77856 0.26110 -2.12014 -0.11 -0.25 0.41
H 3.94422 1.11910 -2.42769 0.22 0.07 0.34
O 3.50996 0.70489 -1.66834 -0.07 0.13 -0.95
H -0.36116 2.83564 2.26444 -0.37 -0.26 0.22
H -1.76090 3.35389 2.39484 -0.20 0.01 0.17
O -1.14549 2.78145 2.86382 0.45 0.27 -0.29
H -1.75933 0.79900 3.43906 0.26 0.17 0.07
H -1.44809 -0.21910 4.55916 -0.15 0.14 -0.42
O -1.67784 -0.14789 3.61977 0.02 -0.33 0.54
H -0.14555 -3.95208 1.23453 0.14 -0.21 -0.19
H 0.20881 -2.65711 1.86907 0.33 0.18 0.11
O 0.55126 -3.28573 1.22380 -0.36 -0.13 0.32
```
Forces are in eV/Å.

- LUMO: 0.0136 Eh
- Max |F|: 2.496 eV Å⁻¹
- HOMO: -8.652 eV
- 2S+1: 1
- Total charge: 0
- Energy: -22918.39294 eV



(5)
This record from the OMol25 dataset describes 6 unconnected molecules or ions with the total composition C5H26N3O5 in a non-equilibrium geometry. The level of theory is ωB97M-V with the def2-TZVPD basis set.

```
39
Properties=species:S:1:pos:R:3:forces:R:3
C 1.83314 0.58969 -1.92606 1.40 0.52 0.26
C 1.08719 1.89365 -1.82576 -0.64 0.81 -0.52
C -0.46721 1.76357 -1.88998 0.72 -0.89 0.31
C -0.99490 0.35997 -1.59431 -0.56 0.15 -0.50
N -0.92632 -0.06879 -0.21920 1.40 0.24 0.13
C -1.39044 -1.46337 -0.10141 0.19 0.90 -1.26
N -1.24430 -2.02078 1.19852 0.23 0.43 0.40
N 2.17481 0.11571 -0.53807 0.01 -0.75 -0.80
H 2.75316 0.66594 -2.49420 0.26 0.25 0.07
H 1.28236 -0.19276 -2.41019 -0.19 -0.37 0.07
H 1.33536 2.54020 -2.66097 0.30 -0.16 -0.38
H 1.46346 2.50799 -1.00471 -0.23 -0.36 0.42
H -0.93753 2.51371 -1.26636 -0.16 0.12 0.16
H -0.76479 1.94563 -2.91280 -0.12 0.29 -0.26
H -0.44851 -0.38728 -2.16422 -0.05 0.01 -0.29
H -2.00828 0.31382 -2.02283 -0.17 -0.04 0.25
H -1.39840 0.61333 0.34609 -0.47 -0.25 0.58
H -0.74706 -1.95204 -0.82293 0.11 -0.64 0.10
H -2.38639 -1.48963 -0.55569 -0.40 -0.34 0.43
H -0.91914 -2.97746 1.24843 -0.43 0.10 -0.18
H -2.06452 -1.84182 1.75728 0.19 -0.35 0.24
H 1.24537 -0.00822 -0.10442 0.09 0.07 0.80
H 2.64513 -0.78517 -0.54375 -0.50 -0.68 -0.28
H 2.83578 0.65884 0.01194 -0.66 0.87 0.07
H -0.99160 2.27025 3.46420 0.26 0.20 -0.05
H -2.08487 1.90053 2.51499 0.58 0.03 -0.42
O -1.15425 2.20899 2.51501 -0.97 -0.22 0.38
H 1.95062 -3.55674 -1.30712 -0.34 0.73 -0.20
H 1.60330 -2.76318 -0.07227 0.11 0.25 -0.50
O 1.57097 -2.68978 -1.05275 0.45 -1.05 0.48
H 2.34832 -1.74508 2.34260 -0.20 -0.02 -0.09
H 1.01243 -1.60773 1.55114 -0.17 0.22 0.45
O 1.94034 -1.88063 1.48013 0.09 -0.22 -0.05
H 0.57526 1.41394 1.81558 -0.05 -0.14 0.72
H 1.36203 1.01288 3.10886 -0.23 0.30 0.48
O 1.33231 0.91402 2.16466 0.38 -0.15 -1.15
H -3.99657 1.02188 0.86226 0.12 -0.20 0.12
H -4.01091 -0.22261 1.74567 -0.11 0.01 0.07
O -3.41535 0.42856 1.36263 -0.23 0.35 -0.07
```
Forces are in eV/Å.

- LUMO: -0.0865 Eh
- Max |F|: 1.560 eV Å⁻¹
- HOMO: -12.064 eV
- 2S+1: 1
- Total charge: +1
- Energy: -20309.44890 eV



(6)
This record from the OMol25 dataset describes 9 unconnected molecules or ions with the total composition C5H26N3O8 in a non-equilibrium geometry. The level of theory is ωB97M-V with the def2-TZVPD basis set.

```
42
Properties=species:S:1:pos:R:3:forces:R:3
C -2.27892 -0.94261 -1.59556 -1.68 0.54 -4.77
C -1.65524 -2.32896 -1.72142 0.48 -0.44 -0.46
C -0.65278 -2.49306 -0.61872 -0.25 -0.66 1.93
C 0.69467 -2.18333 -0.31923 -2.69 -1.06 -2.46
N 0.88103 -2.58635 0.96000 -5.78 -0.78 -1.67
C -0.34253 -3.11770 1.43844 1.01 1.80 -3.16
N -1.31020 -3.00005 0.52772 2.83 0.07 0.54
N -1.44732 0.03466 -1.01814 1.91 4.15 0.87
H -3.21995 -0.88422 -1.09384 -0.57 -0.52 0.47
H -2.50273 -0.59649 -2.70513 0.18 -0.42 2.16
H -2.50583 -3.00831 -1.52426 0.78 -0.01 -0.07
H -1.25036 -2.62141 -2.73573 -0.40 0.88 0.96
H 1.43054 -1.92647 -1.09615 -0.07 0.06 1.15
H 1.73440 -2.66255 1.30566 4.35 -0.30 2.52
H -0.39104 -3.61304 2.34462 -0.20 -0.57 1.73
H -1.83331 1.05084 -0.69735 -0.14 -2.23 -1.64
H -1.16265 -0.17021 -0.07930 0.85 -1.12 0.74
H -0.54937 0.21874 -1.56047 -1.54 -0.19 0.89
H 3.05680 -0.64676 2.91704 0.51 0.08 0.65
H 2.85558 -0.16439 1.41803 -0.68 -1.31 1.77
O 2.39410 -0.60012 2.24275 0.35 1.06 -1.97
H 0.84448 1.07945 0.66569 -1.30 -0.39 0.09
H 0.68822 -0.10684 1.44428 2.01 -3.00 2.36
O 0.13995 0.46620 1.00695 -0.53 3.44 -1.90
H -0.40695 2.56637 -1.70883 -0.66 1.67 1.12
H -0.88879 2.17352 -3.29458 0.12 0.90 1.13
O -0.43028 2.01692 -2.45252 0.85 -2.58 -2.80
H -0.14461 3.95217 -0.62693 0.45 -2.10 2.71
H 0.09193 3.28023 0.91968 -0.29 0.32 -0.55
O -0.11574 3.10018 -0.01888 0.15 2.56 -2.76
H -2.71947 3.02009 0.20676 0.04 1.09 -0.36
H -2.07988 1.97246 1.09838 -0.99 0.40 -0.96
O -2.81224 2.10740 0.42351 0.97 -1.61 1.06
H 3.42071 0.55874 -0.87092 -0.57 -1.62 2.74
H 4.10216 -0.75703 -0.45132 -0.15 -0.26 0.74
O 3.43710 -0.15997 -0.07277 0.95 1.53 -3.53
H 3.18221 2.69077 -0.92419 0.76 1.56 0.69
H 2.25178 2.18008 -1.94751 -4.31 1.89 -5.01
O 2.79775 1.94139 -1.31653 3.38 -2.91 3.94
H -0.92254 1.89180 2.85666 0.48 -0.09 -0.02
H -1.54969 3.32442 2.69369 2.73 -1.95 -1.13
O -0.78406 2.68476 2.31972 -3.36 2.13 2.28
```
Forces are in eV/Å.

- LUMO: -0.1057 Eh
- Max |F|: 6.878 eV Å⁻¹
- HOMO: -11.137 eV
- 2S+1: 1
- Total charge: +1
- Energy: -26449.70037 eV